[1]
12
Properties=species:S:1:pos:R:3 method="wB97M-V/def2-TZVPD" homo_energy_ev=-9.59 e_lumo_ev=0.58 smiles="C=NC.C=O" orbital_gap_ev=10.169 charge=0
C 1.9958 1.7380 -1.1423
H -0.4185 -0.0745 2.6207
H -1.8534 -1.1051 1.9184
C -0.9191 -1.1621 -0.4201
O 2.0218 2.1093 -2.2568
H -0.3840 -0.8775 -1.3190
H 2.3756 2.2671 -0.1451
H -0.8791 -2.2055 -0.2433
H 1.2353 1.0207 -0.7810
N -0.2654 -0.3935 0.6437
C -0.9608 -0.4793 1.8294
H -1.9483 -0.8376 -0.7046

[2]
12
Properties=species:S:1:pos:R:3 method="wB97M-V/def2-TZVPD" homo_energy_ev="-6.84 / -6.84" e_lumo_ev="0.86 / 0.86" orbital_gap_ev="7.699 / 7.702" charge=0
H 1.3557 -0.6734 -1.3620
H -1.8498 0.4478 1.3287
C -0.4568 -1.0016 -0.3972
H -0.6548 1.6785 1.8518
O 0.6710 0.1657 1.5583
H -0.8524 -1.4066 -1.3236
H -1.0305 1.5001 0.1045
H -0.7528 -1.4958 0.5181
H 2.4046 0.4296 0.4199
C -0.9488 0.9939 1.0627
N 0.8762 -0.6742 -0.4720
C 1.4243 -0.0304 0.5528

[3]
12
Properties=species:S:1:pos:R:3 method="wB97M-V/def2-TZVPD" homo_energy_ev=-8.17 e_lumo_ev=0.52 orbital_gap_ev=8.688 charge=0
H -0.4730 -0.1431 1.7628
H 1.5104 1.4987 0.0615
O 1.4662 -0.5661 -0.7995
H 1.8381 0.6569 1.6767
C 1.1954 0.7909 0.8131
N -1.9178 -0.5560 -0.4412
C -0.7892 0.1639 -0.3300
H -0.4687 0.6823 -1.2199
H 2.1910 -0.9108 -1.3444
H -2.1777 -1.1823 0.3064
H -2.2635 -0.7925 -1.3560
C -0.1113 0.3580 0.8704

[4]
12
Properties=species:S:1:pos:R:3 method="wB97M-V/def2-TZVPD" homo_energy_ev=-8.66 e_lumo_ev=0.36 smiles="CC(C)N=O" orbital_gap_ev=9.021 charge=0
O -2.8216 -0.3883 -0.1300
H 0.2083 0.8800 -1.4112
H 0.8765 1.4996 0.1192
N -2.2003 0.4582 0.4175
C -0.2294 -1.2956 -0.0008
H -0.2154 0.4470 1.5821
H -0.9586 -1.4048 -0.8625
C -0.5257 0.0795 0.5002
C -0.0773 1.1479 -0.4166
H -0.7280 1.9416 -0.4493
H 0.8195 -1.5500 -0.3261
H -0.4780 -2.0539 0.6733

[5]
12
Properties=species:S:1:pos:R:3 method="wB97M-V/def2-TZVPD" homo_energy_ev=-9.43 e_lumo_ev=0.97 smiles="C/C=N/OC" orbital_gap_ev=10.400 charge=0
C 2.1011 -0.1600 -0.0312
H 2.3378 -0.9352 -0.7929
H -3.1343 0.0072 0.1041
H 0.1407 0.9774 -0.0637
N -0.0574 -1.0845 0.0328
H 2.6466 0.8296 -0.1850
O -1.4182 -1.0306 -0.0506
H 2.4165 -0.5842 0.9694
H -1.8868 0.9079 -0.9055
C 0.6286 -0.0054 0.0227
C -2.0582 0.2790 0.0047
H -1.7164 0.7990 0.8953

[6]
12
Properties=species:S:1:pos:R:3 method="wB97M-V/def2-TZVPD" homo_energy_ev=-11.74 e_lumo_ev=0.40 smiles=CCC#N.O orbital_gap_ev=12.141 charge=0
H 1.6156 -0.6689 0.4930
H -1.2291 -2.1210 -0.4100
C 0.5520 1.7175 1.4048
H -0.7726 0.2801 1.0243
H 0.3753 -0.8970 -0.7793
N 1.0724 2.4653 2.1160
H -0.5965 1.4074 -0.3519
C -0.0353 0.8251 0.4040
H 1.6358 0.3611 -0.9726
C 0.9821 -0.1474 -0.2441
O -1.6523 -2.0784 -1.2974
H -1.9474 -1.1439 -1.3868

[7]
12
Properties=species:S:1:pos:R:3 method="wB97M-V/def2-TZVPD" homo_energy_ev=-9.65 e_lumo_ev=0.78 smiles="CC(C)=NO" orbital_gap_ev=10.437 charge=0
H 1.3784 1.3564 1.3097
C 0.1039 0.0287 0.3270
H 1.2358 1.8352 -0.3476
C -0.3789 -0.5241 -0.9714
H -1.7399 -1.5207 0.5244
C 1.2820 0.9606 0.3246
O -1.9609 -0.7134 1.2525
H -0.1443 -1.6561 -1.0703
H 0.2367 0.0529 -1.7874
N -0.7011 -0.0027 1.3426
H 2.1365 0.3443 0.1103
H -1.4483 -0.1614 -1.0142

[8]
12
Properties=species:S:1:pos:R:3 method="wB97M-V/def2-TZVPD" homo_energy_ev=-9.38 e_lumo_ev=0.65 smiles="C=CO.C=N" orbital_gap_ev=10.030 charge=0
H 1.4165 -1.0847 -1.8256
C -3.2383 0.2149 0.5632
O 1.1525 -0.3226 -0.0040
C 3.3076 -0.6592 -0.5776
H -4.0081 -0.3610 0.4416
C 1.9688 -0.7673 -0.9009
H -2.3093 1.8288 1.1030
N -3.3426 1.4807 0.8419
H 4.2099 -1.0489 -1.1969
H -2.3964 -0.2900 0.7523
H 3.7562 -0.2194 0.3885
H 1.2806 0.6606 -0.0316

Record-wise DFT total energy values, in eV: -6759.160 -6757.825 -6758.898 -6758.749 -6759.545 -6761.550 -6759.300 -6758.387
Record-wise energy above the lowest of the compared OMol25 structures with the same formula, charge and spin values, in kJ/mol: 346.4 475.3 371.7 386.1 309.3 115.8 332.9 421.0